# 1
Formula: C2H6N4S
Source: the OMol25 dataset
Level of theory: wB97M-V/def2-TZVPD

Structure (XYZ):
```
13
Properties=species:S:1:pos:R:3:forces:R:3:lowdin_charge:R:1
H -0.6750 1.8282 0.6607 -1.853 -1.641 -0.048 0.064
N -1.5868 1.2878 0.4310 0.323 1.549 -0.993 0.050
C -1.4414 0.0688 0.2557 -2.078 -2.466 0.508 -0.785
N -2.5339 -0.8659 -0.2277 -0.760 6.723 -0.854 -0.014
S -0.0546 -0.8293 0.9665 -0.877 -1.988 -0.568 0.957
C 1.1532 0.0754 0.1071 3.137 -3.292 1.277 -0.848
N 2.3058 -0.7080 -0.1707 0.372 -1.030 -0.738 0.028
N 1.0192 1.2798 0.2218 2.317 5.355 -1.240 0.028
H 1.8172 1.8696 -0.1539 -1.132 -1.038 0.344 0.110
H -3.1688 -0.0734 -0.9179 2.293 -3.828 2.498 0.188
H -2.2876 -1.7638 -0.5901 0.429 -0.046 -0.617 0.016
H 3.3432 -0.4941 -0.0742 -2.472 0.309 -0.218 0.124
H 2.1095 -1.6751 -0.5083 0.301 1.394 0.649 0.082
```
Forces are in eV/Å.

Computed properties:
LUMO in eV: 0.566
Orbital gap in eV: 9.42
SMILES string: [H]/N=C(/N)S/C(N)=N/[H]
Relative energy (zero: lowest compared OMol25 entry of this formula, charge and spin) in kcal/mol: 53.8

# 2
Formula: C2H6N5
Source: the OMol25 dataset
Level of theory: wB97M-V/def2-TZVPD

Structure (XYZ):
```
13
Properties=species:S:1:pos:R:3:forces:R:3:lowdin_charge:R:1
C 0.2364 2.0345 1.1192 0.837 -0.665 0.727 -0.094
N -0.1490 1.0285 0.1952 -2.330 -0.693 -3.755 0.013
C -0.9332 1.0818 -0.8325 1.854 -0.683 2.842 -0.072
N -1.0175 -0.2259 -1.5670 -0.864 0.833 -1.005 0.150
N -0.4449 -1.1980 -1.2109 -1.025 0.588 0.575 0.020
N 0.4485 -1.7833 -0.7402 3.185 -2.433 1.233 0.094
N 0.7356 -2.9044 -0.0742 -1.718 -0.181 0.342 0.134
H -0.4778 2.7695 1.2708 -1.854 1.409 0.186 0.059
H 0.3627 1.4978 2.0884 0.645 0.764 -0.721 0.107
H 1.0848 2.6181 0.7349 0.321 -0.723 0.380 0.113
H -1.5910 1.8417 -1.3343 0.836 -0.699 0.700 0.149
H 1.7089 -3.2462 -0.1107 -0.851 0.817 -0.352 0.148
H 0.0366 -3.5141 0.4611 0.963 1.664 -1.153 0.179
```
Forces are in eV/Å.

Computed properties:
LUMO in eV: -5.690
Orbital gap in eV: 8.88
SMILES string: C/N=C/N=N\N=[NH2+]
Net charge: +1
Relative energy (zero: lowest compared OMol25 entry of this formula, charge and spin) in kcal/mol: 135.3

# 3
Formula: C2H6N5
Source: the OMol25 dataset
Level of theory: wB97M-V/def2-TZVPD

Structure (XYZ):
```
13
Properties=species:S:1:pos:R:3:forces:R:3:lowdin_charge:R:1
C -0.5565 -2.2218 0.6495 -1.611 3.642 -2.201 -0.171
C 0.2959 0.2619 0.6550 -4.196 -0.148 3.140 -0.289
N -0.3197 -3.3301 0.8603 0.767 -2.380 1.101 0.298
N 0.6068 0.8909 -0.4285 3.578 2.452 1.451 0.167
N 0.6463 0.2002 1.9685 1.801 1.428 -1.870 0.156
N -1.2107 -0.8233 -1.1086 1.513 -0.288 -1.652 0.091
N -0.7955 -0.9817 0.1821 2.275 -3.481 1.606 0.020
H 1.4471 1.5038 -0.5046 -0.372 -1.169 -0.508 0.161
H 0.1467 0.4505 -1.1527 -1.204 0.366 -2.756 0.049
H 1.0722 1.0739 2.2215 0.563 -0.071 0.608 0.118
H 0.3465 -0.3704 2.7214 -0.956 -0.511 0.088 0.105
H -0.6786 -1.4303 -1.7751 -0.725 0.184 0.892 0.168
H -2.1800 -0.9507 -1.2474 -1.435 -0.023 0.101 0.127
```
Forces are in eV/Å.

Computed properties:
LUMO (spin up / spin down) in eV: -3.316 / -8.728
⟨S²⟩: 2.028
2S+1: 3
Orbital gap (spin up / spin down) in eV: 6.44 / 6.37
Net charge: +1
Relative energy (zero: lowest compared OMol25 entry of this formula, charge and spin) in kcal/mol: 19.5

# 4
Formula: C2H6NO
Source: the OMol25 dataset
Level of theory: wB97M-V/def2-TZVPD

Structure (XYZ):
```
10
Properties=species:S:1:pos:R:3:forces:R:3:lowdin_charge:R:1
C -0.8330 0.4668 -0.2030 2.274 1.321 -0.233 -0.001
C -1.9904 -0.2707 0.0352 -1.505 -0.966 0.661 0.070
N 2.1333 0.1208 0.0487 0.981 -0.732 -0.003 0.037
O 0.1543 0.9926 -0.3100 -2.894 0.249 -0.343 0.311
H -2.0188 -1.1892 -0.5555 0.193 0.049 -0.164 0.144
H -2.8992 0.3102 -0.1500 0.184 0.128 -0.122 0.142
H -1.9894 -0.5600 1.0979 0.115 0.077 -0.109 0.151
H 2.4945 0.4142 -0.8539 0.129 -0.053 0.125 0.051
H 2.2813 -0.8776 0.1262 0.332 -0.009 0.092 0.046
H 2.6673 0.5928 0.7642 0.192 -0.064 0.097 0.049
```
Forces are in eV/Å.

Computed properties:
LUMO in eV: -5.029
Orbital gap in eV: 9.05
Net charge: +1
Relative energy (zero: lowest compared OMol25 entry of this formula, charge and spin) in kcal/mol: 31.4

# 5
Formula: C2H6NO2P
Source: the OMol25 dataset
Level of theory: wB97M-V/def2-TZVPD

Structure (XYZ):
```
12
Properties=species:S:1:pos:R:3:forces:R:3:lowdin_charge:R:1
C -0.3870 0.8803 -0.2367 -2.151 2.847 0.795 -0.275
C 0.4228 -0.3041 -0.2821 2.764 -2.076 -0.657 -0.626
N 0.3739 -1.2697 0.7788 0.448 1.599 2.374 -0.020
O 1.3446 -0.5021 -2.7209 -4.273 -1.845 1.701 -0.536
O -1.2029 0.7881 -1.4361 -0.842 2.092 -0.178 -0.215
P 0.0318 -1.0359 -1.9754 4.820 1.822 -2.163 0.991
H -1.0663 0.9050 0.6703 0.646 -0.004 -0.883 0.134
H 0.1490 1.8565 -0.2922 -0.074 -0.789 0.213 0.133
H 1.5055 -0.1047 -0.3853 -0.558 0.424 -0.264 0.110
H -1.4652 1.7163 -1.7177 0.410 -1.849 0.206 0.144
H -0.3876 -1.9099 0.6933 -0.726 -0.111 0.601 0.041
H 0.4052 -0.6853 1.6937 -0.463 -2.112 -1.745 0.120
```
Forces are in eV/Å.

Computed properties:
LUMO in eV: -0.110
Orbital gap in eV: 8.76
Relative energy (zero: lowest compared OMol25 entry of this formula, charge and spin) in kcal/mol: 55.0

# 6
Formula: C2H6NO5
Source: the OMol25 dataset
Level of theory: wB97M-V/def2-TZVPD

Structure (XYZ):
```
14
Properties=species:S:1:pos:R:3:forces:R:3:lowdin_charge:R:1
O 2.7030 -0.1438 0.0171 0.112 -0.257 0.150 0.015
C 2.2329 -1.2469 -0.1589 0.178 -0.343 -0.271 -0.416
N 0.9376 -1.5954 -0.1000 -0.593 2.985 2.862 0.095
C -0.0578 -0.5834 -0.6254 2.322 1.647 -1.059 -0.668
O 0.3136 -0.3920 -1.8012 -2.074 0.392 -0.023 -0.026
O -0.8465 -0.0153 0.1385 -0.336 -0.889 -0.123 -0.037
H 2.8261 -2.1406 -0.4333 0.549 0.107 0.212 0.115
H 0.6845 -2.3853 -0.5368 -0.322 -3.785 -1.650 0.056
H -0.5623 1.7892 1.2524 1.749 -1.911 1.200 -0.023
H -1.5278 2.2950 0.5152 -0.347 1.025 -0.880 0.007
O -0.6681 2.6067 0.8217 -1.167 1.302 -0.345 -0.057
H -2.7914 0.7501 0.4450 2.005 -0.221 -1.909 -0.056
H -2.8799 0.3643 1.9103 -0.959 0.450 -1.796 0.073
O -3.4224 0.6291 1.1055 -1.118 -0.502 3.632 -0.078
```
Forces are in eV/Å.

Computed properties:
LUMO in eV: 3.797
Orbital gap in eV: 8.67
Net charge: -1
Relative energy (zero: lowest compared OMol25 entry of this formula, charge and spin) in kcal/mol: 51.4

# 7
Formula: C2H6NOS
Source: the OMol25 dataset
Level of theory: wB97M-V/def2-TZVPD

Structure (XYZ):
```
11
Properties=species:S:1:pos:R:3:forces:R:3:lowdin_charge:R:1
C 0.6678 0.4831 1.4218 -0.487 0.727 2.778 -0.394
C -0.1430 -0.4259 0.6930 -0.738 -1.298 -1.850 -0.222
N -0.2517 0.2548 -0.8077 -2.775 -1.030 2.554 0.204
O 1.0610 1.8207 3.5389 0.687 1.085 1.357 -0.466
S 0.0404 1.0782 2.8800 1.065 -1.408 -3.268 1.039
H 1.6698 0.6060 1.0261 0.237 0.472 0.693 0.104
H -1.1168 -0.6668 1.0924 -0.897 1.034 -0.083 0.115
H 0.1660 -1.4629 0.5935 1.099 0.080 -0.630 0.130
H 0.4890 0.0038 -1.4408 0.596 0.260 -0.166 0.150
H -0.3267 1.2440 -0.4762 0.271 -0.659 -1.325 0.165
H -1.1657 -0.0963 -1.1807 0.942 0.738 -0.059 0.176
```
Forces are in eV/Å.

Computed properties:
LUMO in eV: -5.078
Orbital gap in eV: 8.98
Net charge: +1
Relative energy (zero: lowest compared OMol25 entry of this formula, charge and spin) in kcal/mol: 22.5

# 8
Formula: C2H6NP
Source: the OMol25 dataset
Level of theory: wB97M-V/def2-TZVPD

Structure (XYZ):
```
10
Properties=species:S:1:pos:R:3:forces:R:3:lowdin_charge:R:1
C 1.7270 -0.4954 0.1093 0.378 -0.452 0.722 -0.063
C -0.7849 1.1020 0.3370 -1.894 -0.843 0.604 -0.021
N -1.8980 0.6485 0.1723 3.648 1.708 1.340 -0.541
P -3.0569 -0.3897 0.1130 -2.623 -1.274 -0.097 0.720
H 1.3790 -1.4957 0.3669 0.306 -0.031 0.062 0.028
H 1.2499 -0.2298 -0.7870 -1.039 0.561 -1.142 -0.017
H 2.7744 -0.4625 -0.1591 0.410 -0.220 0.488 0.017
H -0.4774 1.9982 -0.0839 0.768 1.780 -0.802 0.041
H 1.4553 0.1881 0.9123 0.269 -0.042 -0.185 0.000
H -2.3684 -0.8637 -0.9807 -0.222 -1.187 -0.990 -0.166
```
Forces are in eV/Å.

Computed properties:
LUMO in eV: 0.040
Orbital gap in eV: 7.97
Relative energy (zero: lowest compared OMol25 entry of this formula, charge and spin) in kcal/mol: 46.9

# 9
Formula: C2H6NP
Source: the OMol25 dataset
Level of theory: wB97M-V/def2-TZVPD

Structure (XYZ):
```
10
Properties=species:S:1:pos:R:3:forces:R:3:lowdin_charge:R:1
C -1.4940 0.8512 0.3876 -3.638 -2.192 -1.374 -0.443
C 1.7013 -0.9230 -0.1873 -1.328 -1.761 -3.228 -0.038
N -1.5074 0.1625 -0.9866 -0.068 1.396 0.744 -0.370
P -1.3238 -0.9785 0.2614 0.477 0.373 0.372 0.799
H -0.7185 1.4541 0.6620 2.225 1.392 0.137 -0.003
H -2.4995 1.2666 0.6889 1.149 -0.659 -0.192 0.064
H 1.3222 -1.9670 -0.6360 1.234 2.521 1.536 0.011
H 1.9260 -0.7392 0.8316 0.161 -0.190 0.666 -0.056
H 2.0092 -0.1869 -0.9845 -0.533 -0.779 1.197 -0.004
H -2.4192 0.2390 -1.4408 0.322 -0.101 0.142 0.041
```
Forces are in eV/Å.

Computed properties:
LUMO (spin up / spin down) in eV: -0.145 / 0.285
Orbital gap (spin up / spin down) in eV: 8.34 / 7.80
Relative energy (zero: lowest compared OMol25 entry of this formula, charge and spin) in kcal/mol: 70.7

# 10
Formula: C2H6NS
Source: the OMol25 dataset
Level of theory: wB97M-V/def2-TZVPD

Structure (XYZ):
```
10
Properties=species:S:1:pos:R:3:forces:R:3:lowdin_charge:R:1
N -0.2829 0.8890 -1.1669 -0.114 0.239 -0.016 -0.062
C 0.6304 0.0419 -0.3855 -0.950 0.015 0.592 -0.416
C -0.0705 -0.6517 0.8084 0.171 -0.284 -0.791 -0.839
S -0.7292 0.4646 2.0597 0.013 0.192 0.103 0.065
H -1.1254 0.3384 -1.3166 0.052 -0.129 -0.172 0.040
H -0.6374 1.6087 -0.5376 0.231 -0.027 0.161 0.011
H 1.4226 0.6600 0.0353 0.210 0.047 -0.247 0.078
H 1.0237 -0.7116 -1.0715 0.290 -0.064 0.022 0.079
H -0.8797 -1.2633 0.3732 0.015 0.031 0.050 0.023
H 0.6484 -1.3760 1.2015 0.080 -0.020 0.299 0.021
```
Forces are in eV/Å.

Computed properties:
LUMO in eV: 4.404
Orbital gap in eV: 6.73
SMILES string: NCC[S-]
Net charge: -1
Relative energy (zero: lowest compared OMol25 entry of this formula, charge and spin) in kcal/mol: 1.0

# 11
Formula: C2H6NS
Source: the OMol25 dataset
Level of theory: wB97M-V/def2-TZVPD

Structure (XYZ):
```
10
Properties=species:S:1:pos:R:3:forces:R:3:lowdin_charge:R:1
S -0.0403 1.9060 -1.1955 0.004 -0.043 0.016 -0.348
H -0.9099 1.1816 -0.4674 -0.020 0.070 -0.083 -0.480
C 0.1217 -2.0988 -0.0628 0.723 0.465 -0.141 -0.174
C 0.1816 -0.4199 1.5053 1.025 0.176 0.552 -0.132
N -0.1789 -1.6005 1.2749 -0.690 -0.444 -0.313 -0.105
H -0.6927 -1.9593 -0.7695 -0.433 -0.175 0.255 0.069
H 0.9383 -1.5217 -0.5179 0.080 -0.167 0.048 0.063
H 0.4001 -3.1497 0.0011 -0.101 -0.064 -0.087 0.053
H 0.0422 -0.0176 2.5097 -0.312 0.063 -0.069 0.056
H 0.7722 0.1877 0.8146 -0.276 0.118 -0.179 -0.002
```
Forces are in eV/Å.

Computed properties:
LUMO in eV: 4.168
Orbital gap in eV: 6.80
Net charge: -1
Relative energy (zero: lowest compared OMol25 entry of this formula, charge and spin) in kcal/mol: 17.8

# 12
Formula: C2H6O
Source: the OMol25 dataset
Level of theory: wB97M-V/def2-TZVPD

Structure (XYZ):
```
9
Properties=species:S:1:pos:R:3:forces:R:3:lowdin_charge:R:1
C -1.0868 0.1482 0.2718 0.381 -1.316 0.851 -0.155
O 0.0146 0.8975 0.0578 -0.061 0.294 -0.204 -0.252
C 1.0623 0.1574 -0.3570 0.149 -1.324 0.921 -0.153
H -0.3221 -0.9791 0.9397 -1.804 1.797 -0.616 0.117
H -1.8610 0.7934 0.7253 0.344 -0.805 0.095 0.088
H -1.4394 -0.4242 -0.5947 0.024 0.171 0.089 0.073
H 0.8974 -0.4148 -1.2778 0.030 0.170 0.096 0.073
H 0.7792 -0.9857 0.6216 1.177 1.823 -1.489 0.120
H 1.9558 0.8072 -0.3866 -0.241 -0.811 0.257 0.088
```
Forces are in eV/Å.

Computed properties:
LUMO in eV: 0.950
Orbital gap in eV: 10.70
Relative energy (zero: lowest compared OMol25 entry of this formula, charge and spin) in kcal/mol: 84.6